# 1
220
Properties=species:S:1:pos:R:3:lowdin_charge:R:1 method="wB97M-V/def2-TZVPD" gap_ha=0.3242 smiles="CC1(C)CCCC(C)(C)N1O.CC1(C)CCCC(C)(C)N1O.CC1(C)CCCC(C)(C)N1O.CC1(C)CCCC(C)(C)N1O.CC1(C)CCCC(C)(C)N1O.CC1(C)CCCC(C)(C)N1O.NC(N)=O.NC(N)=O.NC(N)=O.NC(N)=O.NC(N)=O" spin_multiplicity=1 e_above_lowest_kj_mol=0.0
C -0.613 3.096 2.277 -0.0150
C -0.602 3.908 3.615 -0.4286
C -1.427 3.235 4.712 -0.0325
C 0.879 3.996 4.257 -0.1316
C 1.759 4.937 3.510 -0.1959
C 1.071 6.320 3.370 -0.1346
C -0.293 6.386 2.688 -0.4995
C -1.006 7.727 3.005 -0.0397
C -0.336 6.186 1.171 -0.0405
N -1.095 5.324 3.469 -0.0671
O -2.442 5.353 2.918 -0.0703
H -0.380 2.076 2.452 0.0365
H -1.677 3.070 1.886 0.0803
H 0.003 3.533 1.505 0.0527
H -1.041 2.175 4.775 0.0828
H -1.289 3.696 5.664 0.0801
H -2.397 3.082 4.375 0.0398
H 0.797 4.367 5.252 0.1079
H 1.346 3.019 4.268 0.0836
H 2.764 5.008 4.061 0.1343
H 2.025 4.617 2.494 0.0890
H 1.715 7.028 2.864 0.1171
H 0.962 6.685 4.372 0.1065
H -2.033 7.605 2.547 0.0898
H -0.432 8.525 2.498 0.0910
H -1.162 7.760 4.100 0.0900
H -1.328 5.849 0.842 0.0724
H 0.432 5.438 0.813 0.0812
H -0.127 7.071 0.540 0.0854
H -2.866 5.781 3.678 0.1064
C 1.239 -2.258 -5.069 -0.0292
C 2.476 -1.353 -5.080 -0.4112
C 3.806 -2.118 -4.709 -0.0107
C 2.823 -0.846 -6.520 -0.1221
C 3.718 0.432 -6.583 -0.1373
C 3.253 1.521 -5.527 -0.1223
C 3.172 0.962 -4.116 -0.4934
C 4.605 0.575 -3.615 -0.0244
C 2.663 1.987 -3.086 -0.0174
N 2.153 -0.134 -4.199 -0.0833
O 2.013 -0.606 -2.877 -0.0778
H 1.328 -3.257 -5.464 0.0798
H 0.714 -2.365 -4.070 0.0991
H 0.477 -1.845 -5.647 0.0307
H 3.841 -2.313 -3.688 0.0345
H 3.765 -3.048 -5.189 0.0708
H 4.666 -1.535 -4.996 0.0546
H 3.449 -1.556 -6.996 0.0969
H 1.901 -0.684 -7.060 0.1055
H 4.729 0.121 -6.319 0.0917
H 3.716 0.876 -7.537 0.0872
H 2.328 1.995 -5.826 0.1082
H 4.113 2.235 -5.569 0.1266
H 5.256 0.005 -4.276 0.0607
H 4.393 0.034 -2.717 0.0525
H 5.156 1.497 -3.424 0.0891
H 2.875 1.704 -2.048 0.0606
H 1.584 2.006 -3.199 0.0784
H 3.015 2.965 -3.405 0.0939
H 1.125 -0.230 -2.670 0.0434
C -3.283 3.065 -0.824 -0.0522
C -4.701 3.087 -0.324 -0.4695
C -4.596 3.275 1.240 -0.0093
C -5.469 4.260 -0.878 -0.1711
C -6.947 4.202 -0.602 -0.2117
C -7.479 2.904 -1.062 -0.1484
C -6.830 1.610 -0.377 -0.4672
C -7.201 1.459 1.139 -0.0172
C -7.352 0.399 -1.152 -0.0619
N -5.402 1.771 -0.747 -0.0707
O -4.630 0.645 -0.355 -0.0994
H -3.272 2.900 -1.890 0.0581
H -2.793 4.042 -0.628 0.0934
H -2.598 2.286 -0.353 0.0916
H -3.894 2.553 1.697 0.0704
H -4.152 4.277 1.344 0.0745
H -5.626 3.371 1.586 0.0541
H -5.135 5.258 -0.551 0.1280
H -5.284 4.356 -1.962 0.1247
H -7.002 4.255 0.535 0.1200
H -7.517 4.989 -1.087 0.1160
H -7.213 2.820 -2.121 0.1191
H -8.616 2.856 -0.981 0.1390
H -7.399 2.415 1.642 0.0647
H -6.487 0.893 1.787 0.0724
H -8.127 0.898 1.069 0.0722
H -8.437 0.521 -1.425 0.1010
H -7.184 -0.607 -0.778 0.0713
H -6.756 0.369 -2.102 0.0818
H -4.577 0.543 0.655 0.0639
C 6.948 0.639 0.171 -0.0532
C 5.981 1.593 0.941 -0.4855
C 6.820 2.744 1.489 -0.0291
C 5.044 2.129 -0.270 -0.1262
C 3.882 2.867 0.310 -0.2016
C 3.031 1.933 1.184 -0.1241
C 3.832 1.258 2.322 -0.4576
C 3.934 2.273 3.487 -0.0107
C 3.075 0.006 2.764 -0.0449
N 5.177 0.791 1.837 -0.0663
O 5.823 0.413 3.056 -0.0126
H 7.702 0.172 0.918 0.1093
H 6.336 -0.153 -0.264 0.0459
H 7.623 1.062 -0.599 0.0871
H 7.378 2.442 2.348 0.0691
H 7.537 3.023 0.696 0.0928
H 6.224 3.579 1.836 0.0684
H 5.666 2.813 -0.865 0.1249
H 4.695 1.337 -0.945 0.0853
H 4.189 3.741 0.934 0.1146
H 3.220 3.190 -0.509 0.0998
H 2.546 1.179 0.497 0.1270
H 2.233 2.555 1.608 0.0898
H 4.658 2.002 4.199 0.0643
H 2.921 2.292 3.944 0.0675
H 4.135 3.309 3.240 0.0654
H 3.475 -0.383 3.683 0.0729
H 3.022 -0.754 1.955 0.0668
H 2.050 0.278 3.003 0.0765
H 6.123 -0.459 2.903 0.0696
C 6.803 -3.834 -0.452 -0.0008
C 5.611 -3.852 0.554 -0.4841
C 6.153 -4.014 1.988 -0.0502
C 4.831 -2.470 0.529 -0.1118
C 3.971 -2.366 -0.740 -0.1737
C 3.110 -3.604 -0.885 -0.1527
C 3.810 -4.953 -0.750 -0.4973
C 2.682 -5.965 -0.408 -0.0322
C 4.507 -5.324 -2.132 -0.0073
N 4.638 -4.928 0.436 -0.0813
O 5.410 -6.157 0.570 -0.0106
H 7.664 -3.295 -0.100 0.0766
H 6.979 -4.907 -0.590 0.0832
H 6.434 -3.406 -1.388 0.0632
H 6.837 -3.217 2.289 0.0743
H 5.379 -4.073 2.788 0.0898
H 6.728 -4.910 2.159 0.0677
H 4.157 -2.418 1.334 0.0717
H 5.597 -1.600 0.510 0.1120
H 3.366 -1.447 -0.623 0.1061
H 4.600 -2.251 -1.637 0.0909
H 2.454 -3.656 -1.800 0.1342
H 2.428 -3.731 -0.036 0.0920
H 3.025 -6.994 -0.312 0.0827
H 1.946 -5.908 -1.220 0.0849
H 2.110 -5.661 0.446 0.0703
H 3.751 -5.653 -2.833 0.0707
H 5.107 -6.214 -2.037 0.0694
H 5.027 -4.509 -2.631 0.0627
H 4.812 -6.566 1.147 0.0682
C -3.654 -2.326 -0.189 -0.0002
C -4.196 -3.243 -1.434 -0.4237
C -3.064 -3.411 -2.444 -0.0347
C -4.578 -4.680 -0.853 -0.1316
C -5.382 -5.461 -1.846 -0.2156
C -6.480 -4.633 -2.387 -0.1773
C -6.153 -3.288 -2.948 -0.5717
C -5.469 -3.543 -4.304 -0.0184
C -7.494 -2.597 -3.198 -0.0346
N -5.411 -2.562 -1.959 -0.0278
O -4.916 -1.309 -2.567 -0.0762
H -2.777 -2.876 0.030 0.0439
H -3.337 -1.389 -0.572 0.0360
H -4.354 -2.194 0.636 0.0849
H -2.110 -3.703 -1.992 0.0835
H -3.335 -4.004 -3.257 0.0326
H -2.952 -2.457 -2.926 0.0714
H -3.654 -5.119 -0.546 0.1048
H -5.109 -4.386 0.083 0.1255
H -4.683 -5.885 -2.636 0.1328
H -5.640 -6.340 -1.280 0.1065
H -7.248 -4.541 -1.521 0.1563
H -7.002 -5.193 -3.231 0.1447
H -4.937 -2.663 -4.621 0.0844
H -6.104 -3.879 -5.072 0.0715
H -4.761 -4.357 -4.184 0.0589
H -8.100 -3.305 -3.802 0.0910
H -7.227 -1.637 -3.641 0.0827
H -8.125 -2.544 -2.290 0.0871
H -4.953 -0.628 -1.845 0.0552
N -4.112 0.773 4.546 0.1864
C -3.705 0.291 3.284 -0.5342
N -2.298 0.034 3.160 0.1863
O -4.395 0.318 2.275 -0.0164
H -3.560 0.503 5.333 0.0675
H -5.092 0.792 4.687 0.0897
H -2.125 -0.484 2.321 0.0654
H -1.750 -0.179 3.981 0.0521
N -2.484 0.839 -3.553 0.1696
C -1.177 0.380 -3.689 -0.6030
N -0.770 0.340 -5.034 0.1715
O -0.539 0.047 -2.747 0.0358
H -2.944 0.763 -2.646 0.0823
H -2.975 1.407 -4.239 0.1076
H 0.224 0.310 -5.240 0.0693
H -1.340 0.979 -5.549 0.0831
N -1.302 -2.233 6.782 0.1534
C -0.687 -1.007 6.525 -0.6754
N 0.608 -0.911 6.915 0.1568
O -1.247 -0.040 6.066 0.0061
H -2.230 -2.348 6.451 0.0797
H -0.772 -3.122 6.788 0.0914
H 1.161 -0.181 6.465 0.1127
H 1.146 -1.801 7.003 0.1059
N -0.335 -3.435 3.698 0.1587
C 0.833 -3.272 4.469 -0.6467
N 1.849 -2.698 3.739 0.1730
O 0.957 -3.648 5.606 0.0074
H -0.304 -2.893 2.825 0.0556
H -1.211 -3.506 4.159 0.0698
H 1.845 -2.558 2.726 0.0655
H 2.700 -2.891 4.162 0.0744
N -0.007 -2.198 -0.626 0.1959
C 0.102 -1.340 0.452 -0.6375
N -0.419 -0.110 0.279 0.2243
O 0.526 -1.715 1.524 -0.0166
H 0.093 -3.136 -0.224 0.1170
H -0.642 -1.980 -1.358 0.0587
H -0.735 0.205 -0.575 0.0408
H -0.489 0.575 1.011 0.0767

***

# 2
116
Properties=species:S:1:pos:R:3:lowdin_charge:R:1 method="wB97M-V/def2-TZVPD" gap_ha=0.1342 spin_multiplicity=1 total_charge=-2
Sr 1.043 0.387 -0.417 1.5701
C -4.965 -3.362 0.144 -0.0942
C -3.860 -3.445 0.882 -0.0709
C -2.862 -2.340 0.978 -0.1605
C -2.918 -1.325 -0.176 -0.2460
C -4.282 -1.220 -0.772 -0.0284
C -5.199 -2.189 -0.662 -0.0776
N -2.168 -0.097 0.187 0.0702
C -2.759 1.196 -0.092 -0.2132
C -4.112 1.482 0.383 0.0007
C -4.473 2.668 0.907 -0.0841
C -3.507 3.684 1.214 -0.0971
C -2.209 3.510 0.934 -0.0030
C -1.734 2.381 0.109 -0.3070
N -0.318 2.082 0.195 -0.0873
N 0.721 2.146 -2.137 0.0330
C 2.040 2.255 -1.981 -0.4508
C 2.834 2.509 -3.130 -0.0167
C 4.194 2.578 -3.018 -0.0803
C 4.782 2.418 -1.761 -0.0866
C 3.941 2.190 -0.691 -0.1650
N 2.625 2.114 -0.778 -0.0285
H -5.695 -4.160 0.121 0.0948
H -3.657 -4.315 1.490 0.1022
H -1.858 -2.778 1.005 0.1360
H -4.468 -0.390 -1.437 0.0973
H -6.133 -2.120 -1.204 0.0951
H -4.817 0.662 0.389 0.0912
H -5.494 2.827 1.227 0.0898
H -3.842 4.541 1.784 0.0860
H -1.454 4.189 1.302 0.1037
H 2.331 2.669 -4.071 0.1085
H 4.802 2.775 -3.894 0.1072
H 5.853 2.481 -1.629 0.0895
H 4.335 2.068 0.311 0.0935
Br -0.954 -6.595 -2.102 0.6270
C -0.435 -4.910 -1.366 -0.7062
C 0.614 -4.855 -0.461 -0.1507
C 0.914 -3.647 0.115 -0.0197
C 0.181 -2.455 -0.144 -0.4092
O 0.447 -1.390 0.498 -0.3487
C -0.881 -2.563 -1.103 -0.1050
C -1.863 -1.458 -1.344 -0.1116
N -1.404 -0.085 -1.058 0.0121
C -2.189 1.089 -1.590 -0.1713
C -3.004 0.921 -2.790 -0.1139
C -3.530 1.995 -3.441 -0.1410
C -3.190 3.316 -3.131 -0.1094
C -2.165 3.611 -2.239 -0.1717
C -1.657 4.881 -2.034 -0.0959
C -0.497 5.057 -1.254 -0.1141
C 0.259 4.015 -0.853 -0.0770
N -0.096 2.645 -1.141 -0.2606
C -1.548 2.523 -1.418 -0.1235
C -1.166 -3.785 -1.688 -0.0981
H 1.168 -5.751 -0.212 0.0903
H 1.723 -3.564 0.826 0.1087
H -2.322 -1.600 -2.327 0.1378
H -3.219 -0.072 -3.155 0.0790
H -4.215 1.822 -4.264 0.0920
H -3.662 4.122 -3.677 0.0799
H -2.114 5.731 -2.516 0.0825
H -0.174 6.057 -0.991 0.0941
H 1.180 4.100 -0.305 0.1074
H -1.992 -3.872 -2.385 0.1074
C -0.469 0.961 -4.936 -0.0290
C 0.969 0.559 -4.938 -0.3374
C 1.811 0.886 -6.018 -0.0354
C 3.134 0.543 -5.967 -0.0562
C 3.643 -0.073 -4.810 -0.2275
C 4.985 -0.427 -4.613 -0.6417
Br 6.259 -0.183 -6.026 0.6675
C 5.429 -0.940 -3.422 -0.2036
C 4.533 -1.099 -2.383 -0.6066
Br 5.161 -1.730 -0.707 0.7212
C 3.163 -0.800 -2.455 -0.4408
O 2.387 -0.917 -1.478 -0.2850
C 2.722 -0.312 -3.749 -0.1565
N 1.422 -0.044 -3.866 0.1830
H -0.850 1.125 -5.942 0.0721
H -0.557 1.888 -4.365 0.0739
H -1.063 0.210 -4.425 0.0655
H 1.411 1.410 -6.877 0.1031
H 3.803 0.770 -6.789 0.0660
H 6.466 -1.207 -3.282 0.0850
Br -4.682 -3.155 4.148 0.7305
C -2.999 -2.622 3.463 -0.6385
C -3.012 -1.586 2.337 -0.2456
C -1.828 -0.710 2.654 -0.0386
C -0.758 -1.470 2.833 -0.0178
C -0.658 -2.725 3.259 -0.1122
C -1.874 -3.165 3.946 -0.1312
H -3.943 -1.014 2.331 0.1399
H -1.904 0.357 2.757 0.1178
H 0.126 -3.428 3.046 0.1023
H -1.875 -3.947 4.690 0.0911
N 1.762 -3.402 9.982 0.1428
C 1.914 -2.784 9.018 -0.2116
C 2.106 -2.032 7.855 -0.2433
C 1.437 -2.373 6.665 -0.0028
C 1.620 -1.629 5.528 0.0176
C 2.469 -0.515 5.529 -0.1580
C 3.148 -0.182 6.708 -0.0082
C 2.968 -0.922 7.852 -0.0272
N 2.595 0.257 4.375 -0.0184
C 2.885 1.599 4.310 -0.0598
C 2.848 1.934 2.989 -0.1237
N 2.557 0.838 2.242 0.0908
C 2.405 -0.143 3.083 -0.1222
H 0.757 -3.211 6.660 0.1210
H 1.081 -1.877 4.628 0.0689
H 3.827 0.658 6.721 0.1078
H 3.477 -0.651 8.767 0.1157
H 3.053 2.190 5.186 0.1039
H 3.017 2.892 2.539 0.1022
H 2.196 -1.149 2.787 0.1272

***

# 3
113
Properties=species:S:1:pos:R:3:lowdin_charge:R:1 method="wB97M-V/def2-TZVPD" gap_ha="0.2126 / 0.2126" spin_multiplicity=1 e_above_lowest_kj_mol=30.3
In 0.298 -0.465 0.298 0.7373
C 2.716 4.590 -1.784 -0.0976
C 3.227 3.639 -2.658 -0.0907
C 2.998 2.289 -2.442 -0.0448
C 2.262 1.855 -1.334 -0.2742
C 1.749 2.819 -0.464 -0.0509
C 1.974 4.169 -0.688 -0.0772
N 1.933 0.496 -1.169 0.0377
C 2.814 -0.467 -1.365 -0.2550
C 4.242 -0.298 -1.427 -0.0155
C 5.054 -1.345 -1.726 -0.0625
C 4.543 -2.653 -1.999 -0.0904
C 3.212 -2.881 -1.894 -0.0341
C 2.340 -1.826 -1.520 -0.2498
N 1.018 -1.972 -1.309 -0.0222
N 0.387 -2.990 -1.710 0.1145
C -1.002 -2.875 -1.511 -0.3337
C -1.802 -3.915 -1.972 -0.0014
C -3.171 -3.816 -1.820 -0.0453
C -3.707 -2.692 -1.203 -0.0470
C -2.836 -1.711 -0.767 -0.1596
N -1.518 -1.787 -0.934 0.0579
H 2.897 5.644 -1.954 0.0961
H 3.791 3.950 -3.530 0.1005
H 3.358 1.556 -3.154 0.1155
H 1.220 2.479 0.415 0.0233
H 1.574 4.900 0.004 0.0932
H 4.652 0.676 -1.200 0.1171
H 6.126 -1.191 -1.738 0.1063
H 5.224 -3.454 -2.254 0.0977
H 2.789 -3.868 -2.034 0.1090
H -1.326 -4.770 -2.434 0.1142
H -3.819 -4.611 -2.166 0.1107
H -4.772 -2.580 -1.050 0.1128
H -3.205 -0.828 -0.257 0.0916
I -1.385 2.216 1.651 1.0917
C -1.221 4.101 0.723 -0.5887
C -0.784 5.060 1.595 -0.1857
C -0.758 6.419 1.236 -0.0778
C -1.249 6.786 0.026 -0.0360
C -1.716 5.819 -0.899 -0.1552
C -2.289 6.276 -2.106 -0.0279
C -2.769 5.397 -3.022 -0.0573
C -2.604 4.024 -2.796 -0.1103
C -2.017 3.508 -1.662 -0.2927
P -1.741 1.662 -1.734 1.0522
C -0.914 1.468 -3.367 -0.3606
C -0.728 0.156 -3.807 -0.1240
C -0.072 -0.116 -4.996 -0.0718
C 0.439 0.928 -5.756 -0.0849
C 0.307 2.231 -5.304 -0.0763
C -0.355 2.501 -4.113 -0.0839
C -3.491 1.140 -2.056 -0.3814
C -4.432 1.493 -1.084 -0.1147
C -5.765 1.144 -1.222 -0.0756
C -6.188 0.432 -2.338 -0.0895
C -5.263 0.073 -3.306 -0.0822
C -3.923 0.421 -3.166 -0.0874
C -1.638 4.413 -0.615 -0.1783
H -0.470 4.771 2.590 0.0813
H -0.392 7.153 1.941 0.1099
H -1.309 7.831 -0.256 0.1151
H -2.351 7.345 -2.270 0.1161
H -3.245 5.742 -3.931 0.1106
H -2.931 3.342 -3.571 0.1112
H -1.096 -0.660 -3.203 0.0804
H 0.048 -1.141 -5.324 0.1065
H 0.952 0.724 -6.688 0.1020
H 0.738 3.047 -5.871 0.1054
H -0.422 3.525 -3.769 0.1011
H -4.120 2.057 -0.210 0.0834
H -6.476 1.433 -0.458 0.1053
H -7.230 0.162 -2.453 0.1016
H -5.581 -0.483 -4.180 0.1043
H -3.225 0.142 -3.943 0.0950
Cl -3.813 -1.766 2.492 0.6958
C -2.629 -3.012 2.169 -0.6005
C -3.087 -4.320 2.085 -0.1201
C -2.195 -5.349 1.841 -0.0938
C -0.844 -5.056 1.692 -0.0799
C -0.406 -3.750 1.786 -0.0483
C -1.281 -2.678 2.022 -0.3365
C -0.755 -1.299 2.120 -0.2202
H -4.142 -4.522 2.216 0.1011
H -2.552 -6.370 1.780 0.1003
H -0.133 -5.850 1.498 0.1044
H 0.651 -3.525 1.685 0.0982
H 0.140 -1.254 2.741 0.0442
H -1.490 -0.585 2.477 -0.0382
N 1.827 0.360 1.553 0.0356
C 2.781 0.033 2.304 -0.3335
C 3.650 1.134 2.883 -0.1769
C 3.075 2.349 3.245 -0.0385
C 3.867 3.408 3.663 -0.0858
C 5.250 3.269 3.709 -0.1002
C 5.830 2.063 3.346 -0.0878
C 5.033 0.997 2.945 -0.0394
C 3.156 -1.364 2.731 -0.1787
C 3.427 -1.624 4.074 -0.0324
C 3.719 -2.911 4.502 -0.0775
C 3.775 -3.955 3.587 -0.0914
C 3.531 -3.702 2.244 -0.0827
C 3.216 -2.415 1.826 -0.0425
H 1.997 2.448 3.179 0.0970
H 3.407 4.348 3.942 0.0970
H 5.870 4.096 4.029 0.0965
H 6.908 1.952 3.372 0.0987
H 5.490 0.054 2.664 0.1156
H 3.394 -0.810 4.789 0.1197
H 3.911 -3.101 5.551 0.1012
H 4.014 -4.958 3.918 0.0989
H 3.587 -4.507 1.520 0.1042
H 3.043 -2.216 0.781 0.0817

***

Number 1: strongest force on any atom 4.91 eV/Å. Number 2: strongest force on any atom 3.41 eV/Å. Number 3: strongest force on any atom 0.57 eV/Å.